(1)
{
  "formula": "C18H56O10",
  "method": "wB97M-V/def2-TZVPD",
  "orbital_gap_ev": 9.718,
  "relative_energy_ev": 4.207,
  "multiplicity": 1,
  "largest_force_ev_per_a": 3.472,
  "homo_energy_ev": -9.680,
  "elements": ["O", "O", "O", "O", "O", "O", "O", "O", "O", "O", "C", "C", "C", "C", "C", "C", "C", "C", "C", "C", "C", "C", "C", "C", "C", "C", "C", "C", "H", "H", "H", "H", "H", "H", "H", "H", "H", "H", "H", "H", "H", "H", "H", "H", "H", "H", "H", "H", "H", "H", "H", "H", "H", "H", "H", "H", "H", "H", "H", "H", "H", "H", "H", "H", "H", "H", "H", "H", "H", "H", "H", "H", "H", "H", "H", "H", "H", "H", "H", "H", "H", "H", "H", "H"],
  "xyz": [[1.46, 0.98, 4.80], [5.91, -1.36, 1.18], [0.05, -5.21, 1.00], [-7.63, 2.36, -1.83], [-1.61, -1.82, -3.04], [2.50, 5.06, -0.11], [3.26, -1.31, -4.69], [-0.44, 1.07, 0.79], [-4.02, 4.68, 0.80], [-5.81, 3.02, 7.43], [1.88, 5.08, -2.35], [3.72, -3.09, -6.13], [2.91, 5.56, -1.35], [-4.57, 2.57, 6.89], [-6.39, 1.74, -3.57], [-3.76, 3.72, 6.53], [3.40, -0.76, -7.02], [-6.97, 0.17, -1.58], [2.90, 7.10, -1.11], [-0.12, -6.54, 1.32], [7.18, -3.40, 0.66], [7.12, -2.07, 1.41], [-4.91, 1.72, 5.62], [3.92, -1.59, -5.86], [7.20, -2.28, 2.89], [-1.21, -6.64, 2.37], [-7.42, 1.21, -2.55], [-0.34, -7.57, 0.10], [5.00, -1.47, -5.75], [-6.46, 1.01, -4.37], [-3.31, 4.23, 7.39], [-6.78, -0.80, -2.04], [-3.51, 3.88, 0.67], [5.23, -1.77, 1.72], [3.68, 0.29, -6.90], [3.06, 7.64, -2.04], [0.75, -6.81, 1.93], [6.33, -4.06, 0.80], [-4.92, 4.44, 0.57], [-1.30, -7.28, -0.33], [-4.05, 1.24, 5.15], [-5.18, 2.44, 4.85], [3.36, -3.66, -5.27], [3.87, 5.18, -1.72], [1.79, 1.80, 4.44], [7.06, -3.17, -0.40], [-1.01, -7.27, 3.23], [0.93, 5.59, -2.17], [8.08, -4.01, 0.73], [3.63, 7.43, -0.37], [2.29, 5.27, -3.34], [2.36, -0.96, -7.29], [-0.66, -1.77, -3.14], [7.88, -3.09, 3.17], [-4.37, 4.45, 6.00], [6.23, -2.66, 3.22], [-6.55, 2.68, -4.09], [1.09, 1.22, 5.65], [-8.28, 0.88, -3.14], [-6.05, 0.48, -1.08], [3.32, 5.01, 0.38], [1.91, 7.28, -0.69], [0.31, 1.40, 0.29], [-6.33, 3.51, 6.79], [-0.54, -4.86, 0.33], [8.03, -1.53, 1.14], [-7.65, -0.12, -0.79], [-0.07, 0.84, 1.64], [4.62, -3.59, -6.49], [-0.56, -8.57, 0.46], [2.89, -3.25, -6.82], [-1.82, -1.13, -2.40], [-2.15, -6.88, 1.88], [-4.02, 2.03, 7.66], [-2.99, 3.39, 5.84], [4.06, -1.01, -7.85], [-1.40, -5.70, 2.90], [-5.41, 1.72, -3.09], [-5.76, 1.05, 5.79], [3.78, -1.37, -3.89], [1.59, 4.04, -2.23], [0.48, -7.55, -0.61], [-8.21, 2.90, -2.38], [7.52, -1.39, 3.43]],
  "mulliken_charge": [-0.6360, -0.5308, -0.5213, -0.5320, -0.6384, -0.5214, -0.5336, -0.6409, -0.6393, -0.5686, -1.2288, -1.1698, 0.3459, 0.3470, -1.1175, -1.1628, -1.2896, -1.3562, -1.1359, 0.4362, -1.2333, 0.4452, -1.1513, 0.4328, -1.2497, -1.1858, 0.5023, -1.2285, 0.2672, 0.3505, 0.3099, 0.3537, 0.3129, 0.3447, 0.3392, 0.3305, 0.2144, 0.3046, 0.3239, 0.3519, 0.3596, 0.3021, 0.3606, 0.3040, 0.3215, 0.3276, 0.3222, 0.2908, 0.3657, 0.3321, 0.3508, 0.3449, 0.3164, 0.3266, 0.3190, 0.3700, 0.3335, 0.3164, 0.2712, 0.2940, 0.3207, 0.3116, 0.3156, 0.3472, 0.3122, 0.2489, 0.3349, 0.3234, 0.3176, 0.3626, 0.2753, 0.3207, 0.2628, 0.2778, 0.3013, 0.3523, 0.3691, 0.2412, 0.3201, 0.3031, 0.3009, 0.3044, 0.3253, 0.2806]
}



(2)
{
  "formula": "C18H57AlNO10S",
  "method": "wB97M-V/def2-TZVPD",
  "orbital_gap_ev": 6.789,
  "multiplicity": 1,
  "largest_force_ev_per_a": 0.847,
  "homo_energy_ev": -4.591,
  "charge": -1,
  "elements": ["S", "Al", "O", "O", "O", "O", "O", "O", "O", "O", "O", "O", "N", "C", "C", "C", "C", "C", "C", "C", "C", "C", "C", "C", "C", "C", "C", "C", "C", "C", "C", "H", "H", "H", "H", "H", "H", "H", "H", "H", "H", "H", "H", "H", "H", "H", "H", "H", "H", "H", "H", "H", "H", "H", "H", "H", "H", "H", "H", "H", "H", "H", "H", "H", "H", "H", "H", "H", "H", "H", "H", "H", "H", "H", "H", "H", "H", "H", "H", "H", "H", "H", "H", "H", "H", "H", "H", "H"],
  "xyz": [[-1.09, 1.51, -0.71], [-3.33, 2.00, -0.11], [-1.08, 0.79, -5.54], [4.02, -4.48, -2.58], [2.66, -6.82, -0.56], [-0.81, -3.42, -0.40], [5.28, 3.25, -1.08], [1.16, -0.91, 4.26], [-0.09, 2.46, -0.20], [-1.05, 1.34, -2.17], [-6.28, 3.09, -1.87], [0.05, 2.82, 7.10], [-4.31, -0.80, -0.26], [1.65, -7.81, -0.42], [3.95, 3.16, -0.54], [-0.16, -3.47, 0.87], [-0.09, 1.76, -5.83], [0.08, 5.25, 6.90], [-7.49, 5.13, -2.45], [3.00, 2.39, -1.43], [1.24, 1.51, 4.18], [1.25, 1.41, -5.20], [4.04, -3.08, -2.87], [1.24, -4.04, 0.76], [-6.49, 4.45, -1.53], [-0.72, -0.10, 0.00], [-0.65, 4.02, 7.40], [4.43, -2.24, -1.66], [-4.32, 0.50, -1.03], [2.22, -9.22, -0.47], [0.47, 0.29, 4.63], [3.37, -4.62, -1.88], [-0.87, -4.32, -0.74], [-0.12, -2.45, 1.23], [-3.39, 1.94, 1.50], [2.02, -0.89, 4.69], [4.06, 2.67, 0.43], [-7.12, 5.13, -3.48], [-5.35, 0.82, -1.21], [-0.77, -4.06, 1.57], [-0.01, 1.80, -6.92], [0.71, 2.43, 4.43], [-8.44, 4.61, -2.44], [-5.54, 4.98, -1.53], [-0.42, 2.74, -5.47], [-0.83, 4.09, 8.48], [-0.49, 6.16, 7.12], [3.57, 4.17, -0.36], [1.39, 1.47, 3.10], [-0.50, 0.25, 4.14], [1.59, 0.44, -5.56], [-3.61, -1.41, -0.67], [4.46, -1.18, -1.92], [1.06, 5.34, 7.38], [3.06, -2.76, -3.25], [2.01, 2.33, -0.98], [0.88, -7.68, -1.19], [2.69, -9.40, -1.44], [1.83, -3.44, 0.06], [-3.83, 0.34, -2.00], [3.71, -2.37, -0.85], [1.15, 1.36, -4.12], [1.43, -9.96, -0.33], [-5.18, -1.29, -0.44], [4.77, -2.95, -3.67], [3.08, -6.95, -1.42], [2.23, 1.54, 4.65], [1.74, -4.05, 1.72], [-3.69, 3.44, -0.72], [2.97, -9.35, 0.30], [-1.15, 0.75, -4.57], [0.31, 0.29, 5.71], [1.19, -7.62, 0.55], [-1.62, 3.93, 6.91], [1.22, -5.06, 0.37], [5.41, -2.54, -1.29], [0.91, 2.86, 7.53], [2.91, 2.87, -2.40], [2.01, 2.16, -5.45], [3.38, 1.38, -1.60], [0.24, 5.19, 5.83], [-7.65, 6.17, -2.15], [-0.21, 0.04, 0.95], [-0.13, -0.67, -0.72], [5.21, 3.68, -1.93], [-5.91, 3.06, -2.76], [-6.87, 4.44, -0.51], [-1.68, -0.61, 0.13]],
  "mulliken_charge": [0.8426, 0.0657, -0.5532, -0.5012, -0.4846, -0.4632, -0.5526, -0.5012, -0.7339, -0.5769, -0.4212, -0.4439, -0.6191, -0.1966, -0.3767, -0.0269, -0.3041, -1.0121, -1.0983, -0.1357, -0.8649, -0.6758, -0.2473, -0.1726, -0.2601, -0.8878, -0.2824, -0.7144, -0.5021, -1.1883, -0.2709, 0.2637, 0.2579, 0.0321, -0.3014, 0.2788, 0.2500, 0.3384, 0.4415, 0.3197, 0.3146, 0.2047, 0.2642, 0.3052, 0.2538, 0.2729, 0.3410, 0.2842, 0.2459, 0.3084, 0.2539, 0.1319, 0.2208, 0.3218, 0.2489, 0.0101, 0.2728, 0.3498, -0.0855, 0.1865, 0.1530, 0.0697, 0.3537, 0.2387, 0.3108, 0.2783, 0.3468, 0.3880, -0.1845, 0.2986, 0.3377, 0.2517, 0.2818, 0.2857, -0.1872, 0.2700, 0.2707, 0.3201, 0.3229, -0.0356, 0.2596, 0.3417, 0.1501, 0.3245, 0.2983, 0.2766, 0.2780, 0.2736]
}



(3)
{
  "formula": "C18H57BClNO31P7S2",
  "method": "wB97M-V/def2-TZVPD",
  "orbital_gap_ev": 4.388,
  "multiplicity": 1,
  "largest_force_ev_per_a": 8.967,
  "homo_energy_ev": -5.809,
  "charge": -1,
  "elements": ["Cl", "S", "S", "P", "P", "P", "P", "P", "P", "P", "O", "O", "O", "O", "O", "O", "O", "O", "O", "O", "O", "O", "O", "O", "O", "O", "O", "O", "O", "O", "O", "O", "O", "O", "O", "O", "O", "O", "O", "O", "O", "N", "C", "C", "C", "C", "C", "C", "C", "C", "C", "C", "C", "C", "C", "C", "C", "C", "C", "C", "B", "H", "H", "H", "H", "H", "H", "H", "H", "H", "H", "H", "H", "H", "H", "H", "H", "H", "H", "H", "H", "H", "H", "H", "H", "H", "H", "H", "H", "H", "H", "H", "H", "H", "H", "H", "H", "H", "H", "H", "H", "H", "H", "H", "H", "H", "H", "H", "H", "H", "H", "H", "H", "H", "H", "H", "H", "H"],
  "xyz": [[8.01, 5.98, 7.01], [3.98, 4.99, 6.05], [5.57, 6.70, 4.75], [-7.17, -1.37, 1.67], [4.94, 0.13, 0.85], [5.91, 7.09, -1.64], [-6.98, -6.63, -2.58], [2.01, 0.23, -5.08], [-1.43, -3.86, 1.36], [7.72, 7.01, 5.21], [2.63, -1.23, -5.49], [2.66, 0.48, -3.79], [8.53, 6.24, 4.02], [0.49, -0.39, -4.97], [5.17, 8.00, 4.29], [-2.42, -5.01, 2.03], [-6.05, -2.62, 1.66], [-8.39, -2.38, 1.27], [-7.50, -8.18, -2.66], [-8.09, -5.64, -2.61], [3.40, -0.02, 1.40], [-6.78, -6.54, -4.24], [-7.01, -6.64, -0.90], [4.74, 6.52, -2.65], [4.80, 1.74, 0.65], [3.44, 4.77, 7.38], [4.92, 8.24, -1.03], [4.41, 2.40, 5.22], [-8.15, -0.02, 1.58], [6.38, 3.42, 6.09], [-7.01, -1.21, 3.15], [6.91, 7.60, -2.60], [2.92, 5.04, 5.08], [5.36, 5.73, 3.69], [-2.22, -3.52, 0.16], [5.72, -0.29, 2.02], [6.03, -0.01, -0.36], [6.77, 6.95, -0.27], [1.41, 1.72, -5.44], [-0.02, -3.10, 0.98], [-1.68, -2.85, 2.61], [4.88, 6.35, 6.13], [2.03, -1.99, -6.56], [0.99, -2.88, 1.99], [0.69, 1.89, -6.68], [-8.69, 0.37, 0.29], [5.38, 2.61, 1.64], [-6.30, -7.69, -0.21], [3.57, 5.91, -2.05], [6.07, 6.76, 1.00], [-5.76, -7.36, -4.87], [5.58, 0.30, -1.70], [0.00, -0.68, -3.66], [-8.91, -8.38, -2.68], [-9.09, -3.01, 2.34], [-2.57, -1.75, 2.39], [-5.97, -3.46, 0.47], [5.17, 9.59, -1.41], [2.32, 0.57, 0.65], [-2.01, -5.64, 3.27], [5.05, 3.46, 5.78], [2.55, 0.63, -0.41], [1.43, -0.06, 0.79], [0.95, -3.63, 2.78], [4.73, 9.79, -2.39], [5.12, 6.26, 0.85], [-6.98, -8.52, -0.01], [-7.98, 0.20, -0.51], [1.55, -1.36, -7.29], [3.83, 5.33, -1.16], [2.81, -2.57, -7.04], [2.85, 6.68, -1.78], [-0.94, -5.81, 3.30], [4.34, 1.70, 5.88], [-9.29, -8.23, -3.69], [-9.59, -3.88, 1.92], [-8.40, -3.34, 3.11], [6.51, 3.68, 7.01], [4.89, 3.58, 1.54], [-4.87, -7.44, -4.26], [-3.60, -2.09, 2.50], [5.64, 1.38, -1.87], [6.24, 9.81, -1.43], [6.69, 6.15, 1.65], [-5.95, -7.30, 0.75], [5.91, 7.72, 1.47], [5.21, 2.24, 2.65], [-0.82, -1.39, -3.77], [-9.83, -2.33, 2.75], [2.11, 1.56, 1.03], [1.29, -2.68, -6.13], [-2.43, -1.31, 1.40], [-0.35, 1.61, -6.55], [-2.52, -6.60, 3.34], [-2.36, -0.99, 3.14], [1.97, -2.91, 1.52], [6.45, 2.72, 1.45], [0.85, -1.89, 2.43], [-6.62, -4.32, 0.60], [0.77, -1.13, -3.03], [-9.10, -9.41, -2.37], [-4.94, -3.81, 0.36], [-6.16, -8.35, -5.07], [4.69, 10.23, -0.67], [-5.49, -6.89, -5.82], [0.74, 2.95, -6.95], [-0.38, 0.23, -3.19], [9.05, 5.53, 4.42], [4.55, -0.02, -1.86], [6.22, -0.21, -2.41], [-2.31, -5.01, 4.11], [-6.25, -2.91, -0.42], [-9.42, -7.71, -1.99], [-5.44, -8.05, -0.77], [3.13, 5.24, -2.78], [-9.60, -0.20, 0.09], [1.13, 1.31, -7.49], [-8.93, 1.43, 0.33]],
  "mulliken_charge": [-0.2555, 1.0684, 0.9313, 1.0379, 1.1188, 1.2208, 1.1061, 0.8478, 0.9645, 0.3050, -0.3442, -0.3723, -0.3897, -0.3631, -0.6661, -0.2198, -0.2491, -0.2560, -0.3434, -0.6540, -0.3159, -0.3154, -0.1875, -0.3735, -0.1718, -0.7606, -0.2954, -0.4045, -0.3092, -0.4230, -0.6648, -0.7515, -0.6630, -0.3903, -0.6516, -0.7341, -0.4344, -0.3499, -0.2951, -0.2506, -0.3729, -0.5418, -0.5719, -0.5790, -0.6722, -0.6682, -0.6149, -0.7612, -0.3806, -0.3953, -0.6730, -0.4596, -0.6391, -0.6545, -0.7227, -0.5725, -0.5871, -0.7235, -0.3194, -0.7291, 0.3903, 0.1885, 0.0675, 0.2968, 0.2626, 0.1667, 0.2507, 0.3025, 0.2623, 0.1096, 0.2428, 0.2452, 0.3152, 0.2624, 0.2644, 0.2492, 0.3278, 0.2974, 0.1628, 0.3061, 0.1804, 0.2208, 0.3281, 0.2067, 0.2521, 0.2066, 0.3184, 0.2469, 0.2818, 0.2442, 0.2241, 0.2978, 0.2677, 0.2373, 0.3144, 0.2277, 0.3085, 0.2254, 0.2095, 0.3001, 0.2568, 0.2098, 0.2600, 0.2560, 0.2428, 0.2521, 0.2885, 0.2912, 0.1577, 0.3090, 0.2860, 0.3375, 0.3104, 0.3572, 0.2252, 0.2510, 0.2869, 0.2456]
}



> What is the multiplicity in the first record?

1